15
Properties=species:S:1:pos:R:3 method="wB97M-V/def2-TZVPD" total_charge=0 relative_energy_kcal_mol=99.59
C 1.4938 -0.0253 0.0487
C 0.7049 -1.3525 0.4541
C -0.5753 1.5761 -0.1136
C -0.5090 -1.7741 -0.3796
N 0.7925 1.2127 -0.2509
O 2.6976 0.0473 -0.1081
P -1.3412 -0.2146 -0.1909
H 1.4538 -2.1199 0.5247
H 0.3733 -1.1181 1.5709
H -0.9063 2.2057 -0.9681
H -1.0831 1.8191 0.9445
H -0.2703 -1.6457 -1.5158
H 1.5322 1.9536 -0.4580
H -1.7220 -0.4196 1.0597
H -2.6409 -0.1448 -0.6177